The following is a quantum chemistry calculation of a molecular structure, C58H49GeN2O4S3Zr in a non-equilibrium geometry, from OMol25.

The geometry in XYZ format:
```
118
Properties=species:S:1:pos:R:3:forces:R:3
Zr -0.29260 0.04890 0.01150 -2.3 3.2 0.7
C 3.58090 -4.70570 1.26680 -0.4 0.4 -0.2
C 2.89340 -3.34110 1.23370 0.8 -0.2 0.5
C 3.41200 -2.44560 2.36400 -0.3 -0.1 -0.5
O 3.13320 -2.70890 -0.01750 0.0 0.1 0.3
C 1.88790 -2.47310 -0.65280 -0.3 -0.1 -0.1
C 0.90370 -2.53210 0.51860 0.1 0.2 -0.5
O 1.49590 -3.53470 1.32620 -0.3 0.1 -0.1
C -0.56740 -2.75380 0.08760 0.2 -1.6 0.8
O -0.97590 -1.61800 -0.60810 -0.5 -1.2 -0.5
C -1.51890 -2.97870 1.26940 -0.1 0.0 0.1
C -1.11460 -3.33310 2.54970 0.0 0.0 -0.1
C -2.05900 -3.54560 3.54070 0.1 -0.1 0.0
C -3.40850 -3.43400 3.26590 0.0 -0.1 0.0
C -3.81640 -3.11370 1.98320 0.0 -0.2 -0.1
C -2.87960 -2.87170 0.99690 0.1 -0.1 0.0
C -0.69130 -3.99370 -0.79140 -0.2 0.2 -0.2
C -1.37030 -3.88890 -1.99700 0.0 0.1 0.2
C -1.52170 -4.99660 -2.81000 -0.1 -0.1 -0.1
C -1.00420 -6.21970 -2.42130 0.0 -0.1 -0.2
C -0.33230 -6.32980 -1.21550 0.0 -0.1 0.0
C -0.18170 -5.22520 -0.39630 0.0 0.0 0.0
C 1.91000 -1.12640 -1.42430 0.9 -1.1 -0.8
O 1.52440 -0.08360 -0.59180 1.1 -0.1 -0.4
C 1.03740 -1.16460 -2.69080 -0.1 0.3 -0.3
C 0.78310 -2.29170 -3.46370 0.0 0.1 0.0
C 0.02030 -2.19250 -4.61860 0.1 -0.1 0.0
C -0.47490 -0.97110 -5.03640 0.0 0.1 -0.1
C -0.16670 0.16960 -4.31310 0.1 0.0 0.1
C 0.59140 0.07150 -3.15870 0.3 0.0 -0.1
C 3.32340 -0.89820 -1.96690 0.0 0.3 0.2
C 3.87920 0.36790 -1.87740 -0.2 0.0 0.2
C 5.12230 0.63130 -2.42170 0.1 0.1 -0.1
C 5.82840 -0.37600 -3.05230 0.2 0.1 -0.1
C 5.28530 -1.64640 -3.13190 0.0 -0.1 -0.1
C 4.03690 -1.90870 -2.59940 0.0 0.2 0.0
H 4.65180 -4.56100 1.16490 0.1 0.0 0.0
H 3.21900 -5.31720 0.44540 0.0 -0.1 -0.1
H 3.35400 -5.19820 2.20670 0.0 -0.1 0.1
H 4.46470 -2.23970 2.19490 0.1 0.0 0.0
H 3.27810 -2.94150 3.32230 0.0 0.0 0.1
H 2.86810 -1.50430 2.37350 -0.1 0.1 0.0
H 1.67270 -3.31910 -1.32200 0.1 0.3 0.1
H 0.94230 -1.56010 1.04460 0.3 -0.8 0.2
H -0.06920 -3.45320 2.78130 0.0 0.1 0.0
H -1.72560 -3.81310 4.53090 0.0 0.0 0.2
H -4.13750 -3.59400 4.04800 -0.1 -0.1 0.1
H -4.86950 -3.05330 1.75300 -0.1 0.0 0.0
H -3.18710 -2.59290 -0.00330 -0.1 0.0 0.0
H -1.74880 -2.91860 -2.28750 0.0 0.0 -0.1
H -2.04350 -4.90070 -3.75100 -0.1 0.0 -0.1
H -1.12580 -7.08700 -3.05600 0.0 0.0 0.0
H 0.07250 -7.28520 -0.91180 0.0 -0.1 0.0
H 0.35100 -5.31060 0.53760 -0.1 0.0 0.1
H 1.15790 -3.26600 -3.18810 0.0 0.0 0.1
H -0.18530 -3.08700 -5.19090 0.0 -0.1 0.0
H -1.07510 -0.90090 -5.93310 0.0 0.0 0.0
H -0.50750 1.13880 -4.64850 -0.1 0.1 0.0
H 0.88940 0.96370 -2.61430 -0.2 -0.2 -0.2
H 3.31990 1.14150 -1.36900 0.0 0.0 0.0
H 5.53710 1.62700 -2.35600 0.0 0.1 0.0
H 6.79740 -0.17240 -3.48530 0.1 0.0 0.0
H 5.83960 -2.43710 -3.61590 0.0 -0.1 -0.1
H 3.63110 -2.90410 -2.67280 -0.1 -0.2 0.0
C -1.35560 1.50260 -1.24440 1.9 -0.5 1.2
Ge -1.48830 2.57310 0.31450 -1.5 2.1 0.9
C -0.00170 3.20990 1.56630 -0.2 -0.2 -1.0
C 1.26470 2.69530 1.31860 0.0 0.0 -0.3
C 2.34070 2.99780 2.13560 0.2 0.0 -0.1
C 2.16160 3.83020 3.22800 0.1 0.1 -0.1
C 0.90990 4.36540 3.47990 0.0 0.1 0.1
C -0.15800 4.06280 2.65100 -0.2 0.0 0.0
C -2.66020 4.21770 0.08100 0.6 -0.8 -0.2
C -3.32080 4.91940 1.07840 0.1 -0.1 0.2
C -4.02560 6.07490 0.78440 -0.1 0.1 0.1
C -4.08910 6.54080 -0.51660 -0.1 0.1 -0.1
C -3.47280 5.82790 -1.53090 -0.1 0.2 -0.1
C -2.77370 4.67730 -1.22520 0.2 -0.2 -0.1
C -2.51430 1.38420 1.55010 0.0 -0.1 -0.3
C -3.39120 0.48430 0.94800 -0.2 0.2 -0.5
C -4.32990 -0.20600 1.69550 -0.3 0.1 0.2
C -4.35310 -0.07650 3.07550 -0.2 -0.1 -0.3
C -3.44780 0.76620 3.69620 0.1 0.3 0.1
C -2.56010 1.50680 2.93430 0.1 0.2 0.2
H -0.83330 2.03020 -2.05770 -0.3 -0.1 0.1
H 1.40320 2.03190 0.45300 0.2 0.4 0.3
H 3.31720 2.57860 1.93220 0.0 -0.1 0.0
H 2.99200 4.06000 3.88280 0.0 0.0 0.0
H 0.76460 5.01090 4.33600 0.0 0.0 0.0
H -1.12740 4.49570 2.85360 -0.1 0.1 0.1
H -3.29840 4.55720 2.09740 0.0 0.0 0.1
H -4.52420 6.62280 1.57320 0.0 0.0 0.1
H -4.62010 7.45510 -0.74120 -0.1 0.1 0.0
H -3.53390 6.17890 -2.55290 0.0 0.0 -0.1
H -2.30390 4.09850 -2.00930 0.0 0.0 -0.1
H -3.36660 0.39150 -0.13980 -0.1 0.0 0.2
H -5.06960 -0.81940 1.19840 0.1 -0.1 0.0
H -5.07970 -0.62280 3.66410 0.0 0.0 0.0
H -3.46400 0.87940 4.77240 0.0 0.0 0.1
H -1.88990 2.20230 3.42580 0.1 0.0 0.1
S 0.25170 1.51150 8.19350 0.2 0.6 0.4
C 0.11570 0.83690 6.69990 0.1 0.2 -0.2
S 0.83260 1.53130 5.25690 -0.7 -1.1 0.1
C 0.08140 0.19800 4.30310 0.0 0.9 1.1
N -0.60030 -0.59820 5.04030 -0.2 -0.7 -0.8
N -0.57460 -0.27880 6.35460 0.7 0.9 0.1
C -1.31620 -1.11240 7.20300 -0.5 -0.5 0.4
C -1.00430 -1.29110 8.54640 0.2 0.1 0.0
C -1.80510 -2.09450 9.33560 -0.2 -0.1 0.0
C -2.89540 -2.75280 8.79270 0.0 -0.1 0.1
C -3.16580 -2.61920 7.44040 -0.1 0.0 0.0
C -2.39010 -1.80280 6.64410 0.0 0.2 0.1
S 0.34430 0.00600 2.66310 0.7 -0.6 -1.2
H -0.14940 -0.80040 8.98040 -0.1 0.0 -0.1
H -1.57410 -2.19960 10.38690 0.0 0.0 0.0
H -3.52350 -3.37270 9.41500 -0.1 -0.1 0.1
H -3.99740 -3.14330 6.99630 -0.1 -0.1 0.0
H -2.60080 -1.68650 5.59380 0.0 0.0 -0.1
```
Forces are in eV/Å.

Summary:
* net charge: -1
* frontier orbital gap: 6.928 eV
* DFT total energy: -5968.65674 Eh

The following is a quantum chemistry calculation of 3 unconnected molecules or ions with the total composition C3H6N2O2 in a non-equilibrium geometry, from OMol25.

The geometry in XYZ format:
```
13
Properties=species:S:1:pos:R:3:forces:R:3
C -3.55676 0.52280 -0.65025 0.1 -1.2 0.7
C 0.78356 0.66788 -0.41137 -0.9 -0.3 -0.3
C 2.18473 0.57707 0.26390 -0.1 1.0 -0.9
N 0.48481 -1.51124 1.28833 -1.4 -3.6 -1.5
N 2.07040 0.82843 -1.01320 -1.7 -2.0 3.0
O -3.34308 0.05634 -1.67376 0.3 0.0 -1.9
O -3.75273 0.80739 0.44334 -0.3 1.1 1.2
H 0.14210 -0.22044 -0.47757 0.9 0.0 -0.7
H 0.13589 1.52932 -0.42545 0.3 0.7 0.8
H 1.23403 -1.67017 0.64670 0.5 -0.1 -0.2
H 0.55732 -2.19734 2.00295 -0.1 -1.1 0.4
H 0.64531 -0.71691 1.75140 0.9 4.1 1.8
H 2.41443 1.32685 -1.74500 1.6 1.2 -2.4
```
Forces are in eV/Å.

Summary:
* relative energy (zero: lowest compared OMol25 entry of this formula, charge and spin): 111.6 kcal/mol
* frontier orbital gap: 9.808 eV
* DFT total energy: -377.78152 Eh

The following is a quantum chemistry calculation of a single C2HClF2O2 molecule in a non-equilibrium geometry, from OMol25.

The geometry in XYZ format:
```
8
Properties=species:S:1:pos:R:3:forces:R:3
C -0.55564 0.07227 -0.39445 1.3 4.2 0.6
C 0.54927 -0.68832 0.40517 -1.0 2.5 0.3
O 0.14231 2.51455 -0.11608 0.1 -2.3 0.2
O -0.64345 1.47738 -0.47849 -0.4 -2.2 -0.3
F 1.32095 -1.41274 -0.39806 0.3 -0.3 -0.3
F -0.11462 -1.54060 1.24161 0.7 0.5 -0.1
Cl -1.87318 -0.57120 -1.19742 0.2 -0.5 0.2
H 1.17437 0.14867 0.93772 -1.1 -1.8 -0.6
```
Forces are in eV/Å.

Summary:
* relative energy (zero: lowest compared OMol25 entry of this formula, charge and spin): 142.7 kcal/mol
* frontier orbital gap (alpha / beta): 9.567 / 8.058 eV
* DFT total energy: -886.99875 Eh

The following is a quantum chemistry calculation of a molecular structure, C16H26Cl8F6O4 in a non-equilibrium geometry, from OMol25.

The geometry in XYZ format:
```
60
Properties=species:S:1:pos:R:3:forces:R:3
C -4.71831 13.38865 11.32951 -0.6 2.1 -1.4
C -5.04847 13.96160 12.70426 1.4 1.4 -0.2
O -6.20092 14.80692 12.67785 1.3 4.0 0.1
C -6.07618 16.12017 12.33598 2.5 0.1 -0.8
O -5.02196 16.62847 11.95428 -3.4 -0.9 1.1
C -7.46342 16.92823 12.61624 2.7 0.0 0.4
F -7.27848 17.49789 13.80208 -0.5 0.2 -0.2
F -7.61069 17.90692 11.66312 3.8 0.9 4.7
F -8.53274 16.11621 12.67451 4.6 6.4 -0.2
H -4.99716 14.15001 10.60105 0.2 0.1 -0.4
H -5.24486 12.44391 11.19421 -0.1 1.5 -1.3
H -3.65544 13.16097 11.24847 -0.1 0.2 -0.2
H -4.15144 14.38660 13.15459 -0.2 1.1 -0.2
H -5.21253 13.12153 13.37914 -1.5 2.8 0.2
C -7.43339 13.34199 14.35855 -0.3 -0.6 0.8
C -8.74338 14.12029 14.56431 1.4 -1.0 4.3
O -9.13992 14.28780 15.91058 0.3 -0.3 3.2
C -9.73953 13.31544 16.56356 -1.4 -3.2 -1.8
O -10.07886 12.18806 16.09376 1.4 4.0 1.8
C -10.09747 13.69316 18.05432 0.8 -0.1 -0.3
F -9.83954 15.00529 18.31556 -0.4 -1.3 -0.1
F -11.35239 13.38862 18.34525 -0.3 0.6 -0.3
F -9.35706 12.92383 18.88059 0.3 0.5 -0.3
H -7.56368 12.26661 14.47970 -0.5 0.1 0.8
H -6.66516 13.62432 15.07842 0.1 0.3 -0.1
H -7.07122 13.44149 13.33530 -0.5 -0.2 2.0
H -9.51743 13.64422 13.96239 -0.1 -2.0 5.3
H -8.69364 15.13187 14.16140 0.6 -0.2 2.7
Cl -7.10874 11.07846 10.67742 0.8 -1.9 0.9
C -7.12176 10.70764 12.45590 0.2 -0.7 0.4
C -5.77623 10.21170 12.92403 0.3 0.1 -0.7
Cl -4.65455 11.65187 12.85092 1.6 -9.1 2.7
H -7.86782 9.93630 12.64702 -0.1 0.1 -0.2
H -7.38263 11.59905 13.02637 0.2 -0.9 -0.4
H -5.49744 9.46253 12.18300 0.7 -0.1 0.4
H -5.74662 9.84819 13.95120 -0.3 -0.1 -0.2
Cl -10.57778 18.72424 9.83945 0.0 0.3 -0.1
C -9.66322 17.35898 10.55505 -5.2 -0.6 0.7
C -10.55136 16.49563 11.44516 -2.0 1.2 -0.9
Cl -11.24915 17.42695 12.82012 0.5 0.0 0.5
H -8.78878 17.70007 11.10924 -4.0 0.3 -1.7
H -9.38089 16.68641 9.74508 -3.0 1.3 0.9
H -10.06329 15.58836 11.80118 -1.1 1.9 -1.3
H -11.48853 16.13592 11.02037 0.2 0.2 -0.9
Cl -9.40115 14.31995 12.64433 -4.4 -6.4 -11.8
C -8.23873 13.41125 11.70858 0.3 -0.6 -1.9
C -8.56373 13.32928 10.21511 -1.7 0.5 2.4
Cl -9.94357 12.22665 9.99264 -0.4 -0.2 -0.3
H -8.06826 12.43269 12.15742 -1.5 1.1 -0.6
H -7.30455 13.93136 11.92046 -1.0 -0.2 -1.5
H -7.76003 13.12127 9.50879 -1.1 -1.0 2.9
H -8.95412 14.30900 9.93970 0.1 -0.1 -0.1
Cl -7.66268 16.58770 9.82742 6.7 -3.0 -4.8
C -8.33910 16.27085 8.17413 0.7 -0.1 -0.7
C -7.37155 15.46408 7.34619 1.0 -0.7 0.0
Cl -7.34436 13.82718 8.07498 1.8 1.2 -4.2
H -8.54756 17.21700 7.67469 0.0 0.2 0.4
H -9.27601 15.73046 8.30935 0.0 0.0 -0.1
H -6.32960 15.77699 7.41353 -0.2 0.5 0.2
H -7.55106 15.30890 6.28233 -0.7 0.4 0.2
```
Forces are in eV/Å.

Summary:
* relative energy (zero: lowest compared OMol25 entry of this formula, charge and spin): 502.8 kcal/mol
* frontier orbital gap: 8.197 eV
* DFT total energy: -5206.19426 Eh

The following is a quantum chemistry calculation of a gas-phase ion, C16H18Br2N2O (charge +2) in a non-equilibrium geometry, from OMol25.

The geometry in XYZ format:
```
39
Properties=species:S:1:pos:R:3:forces:R:3
C 7.21953 -0.73490 -0.17666 0.2 0.3 0.2
C 6.05825 -0.80057 0.81729 1.1 -1.0 0.2
O 4.75914 -0.88745 0.18567 -0.6 0.4 0.4
C 4.13147 0.33186 0.10726 1.2 0.5 0.2
N 2.66375 0.16089 -0.05667 -0.2 0.6 -0.7
C 2.01549 -0.94363 0.26644 0.3 -1.5 0.8
C 0.64580 -1.07473 0.14422 -0.6 0.4 -0.3
C -0.07551 0.00204 -0.34803 -0.1 0.6 -0.3
C -1.56777 0.01685 -0.49806 0.1 0.5 0.0
C -2.23119 1.24140 -0.30206 0.4 -0.2 0.0
C -3.59162 1.31946 -0.41543 0.4 0.1 0.0
N -4.28820 0.21374 -0.73677 -0.7 1.1 -0.2
C -5.74154 0.36142 -0.80388 -0.9 -0.2 0.2
Br -6.58398 0.65660 -2.47576 0.9 -0.1 0.4
C -6.40230 0.29904 0.35694 -0.2 -0.1 0.4
C -5.73797 0.05447 1.69813 0.3 -0.2 -0.1
Br -8.28899 0.52287 0.42545 0.8 -0.1 0.0
C -3.69137 -0.95680 -0.94376 -0.4 -1.0 -0.4
C -2.32872 -1.09787 -0.84486 0.7 0.1 0.2
C 0.63259 1.17738 -0.71041 -0.9 -0.9 0.3
C 1.98171 1.21268 -0.55476 0.2 0.8 -0.1
H 7.07631 0.01607 -0.96402 0.0 -0.2 0.2
H 8.12038 -0.44424 0.38497 -0.3 0.0 -0.1
H 7.45479 -1.70791 -0.62181 -0.4 0.2 0.0
H 6.17205 -1.73590 1.38199 -0.2 0.3 -0.1
H 6.12092 0.00799 1.56117 -0.4 0.0 -0.4
H 4.51805 0.93124 -0.73500 -0.5 -0.2 0.0
H 4.27570 0.95040 1.01311 -0.1 -0.3 -0.1
H 2.58954 -1.77193 0.68109 0.2 0.4 -0.2
H 0.13835 -1.98868 0.44415 0.3 0.1 0.0
H -1.68925 2.14918 -0.05728 -0.1 -0.2 0.1
H -4.10574 2.26084 -0.24188 -0.3 -0.4 -0.2
H -4.76954 -0.45966 1.60711 -0.3 0.1 -0.2
H -5.51916 1.00506 2.20609 -0.4 -0.2 0.0
H -6.36130 -0.59544 2.32117 0.0 0.4 -0.1
H -4.35327 -1.78819 -1.18416 0.2 0.2 0.0
H -1.84727 -2.05487 -1.03323 -0.3 0.1 0.0
H 0.07934 2.02830 -1.09017 0.4 0.0 -0.1
H 2.52153 2.12299 -0.80758 0.2 -0.4 0.1
```
Forces are in eV/Å.

Summary:
* net charge: +2
* frontier orbital gap: 6.797 eV
* DFT total energy: -5952.66323 Eh

The following is a quantum chemistry calculation of a molecular structure, C3H3BeO in a non-equilibrium geometry, from OMol25.

The geometry in XYZ format:
```
8
Properties=species:S:1:pos:R:3:forces:R:3
H -1.53214 0.49801 -0.91958 0.1 -0.2 0.3
O 0.26602 1.29679 0.04921 -2.6 -0.6 -0.3
C -0.96508 0.21685 -0.02225 1.3 2.4 0.0
C 0.11324 -0.76474 -0.15871 1.9 -0.3 0.9
C 1.09488 0.21951 -0.12123 -10.8 -0.6 -2.0
H -1.56499 0.22224 0.89686 0.3 0.1 -0.3
H 0.17125 -1.81984 0.10048 -0.2 0.1 -0.7
Be 2.41681 0.13120 0.17521 10.1 -0.9 2.1
```
Forces are in eV/Å.

Summary:
* relative energy (zero: lowest compared OMol25 entry of this formula, charge and spin): 10.5 kcal/mol
* net charge: +1
* frontier orbital gap: 6.229 eV
* DFT total energy: -205.59941 Eh

The following is a quantum chemistry calculation of a single C8H15NO3 molecule in a non-equilibrium geometry, from OMol25.

The geometry in XYZ format:
```
27
Properties=species:S:1:pos:R:3:forces:R:3
C 0.80222 -1.17765 -0.58178 -1.4 -0.4 -0.4
C 0.03159 -0.97807 -1.96342 1.3 0.1 2.5
C -0.84063 0.97675 -0.56135 0.6 -0.5 -1.0
C -1.78358 0.35108 0.52256 0.2 -0.4 -1.6
C -1.33706 0.74595 1.86790 0.5 -0.1 2.2
C -0.86042 -0.00745 2.87436 -0.8 -0.4 -2.3
C 0.64438 1.27700 -0.18444 -0.2 -2.1 0.7
C 1.51341 -0.01953 0.10730 -3.0 0.2 -0.7
H 2.31528 -1.96233 -1.29438 0.9 -0.3 -0.5
H 0.01437 -1.46545 0.11380 0.2 -0.1 0.2
H -0.53407 -1.89560 -2.15033 0.0 0.2 0.0
H 0.85939 -0.93604 -2.65551 -0.1 0.4 -1.0
H -1.74452 0.01244 -2.13354 -0.3 0.0 -0.3
H -1.28447 1.93781 -0.84543 0.2 0.0 0.1
H -1.87164 -0.74717 0.29464 0.1 0.9 0.8
H -2.77169 0.80377 0.30722 0.3 -0.4 0.2
H -1.29869 1.83300 2.07412 -0.5 -0.5 -0.2
H -0.61178 0.41085 3.78724 0.6 1.1 1.6
H -0.61235 -1.05990 2.81774 -0.5 -0.1 -0.3
H 0.66634 1.80400 0.74648 0.1 1.0 0.3
H 0.72517 1.72783 -2.02728 0.1 0.0 0.0
H 2.47150 0.17548 -0.33254 0.8 0.1 0.0
H 1.82029 -1.32740 1.49248 -0.2 1.1 0.1
N -0.79762 0.22481 -1.88087 0.1 0.5 0.6
O 1.70407 -2.25792 -0.62865 -0.3 -0.5 -0.2
O 1.25535 1.93709 -1.24346 0.1 0.7 -0.5
O 1.52516 -0.38333 1.47712 1.2 -0.5 -0.2
```
Forces are in eV/Å.

Summary:
* relative energy (zero: lowest compared OMol25 entry of this formula, charge and spin): 83.6 kcal/mol
* structure (SMILES): C=CC[C@@H]1NC[C@@H](O)[C@H](O)[C@H]1O
* frontier orbital gap: 9.640 eV
* DFT total energy: -594.22438 Eh

The highest DFT total energy belongs to which entry?
C3H3BeO